No. 1
Density functional theory data (the ωB97M-V functional and the def2-TZVPD basis) for C12H6NNiO5 as an isolated structure at a distorted geometry.

Computed properties:
- LUMO energy (alpha / beta): -4.9 / -5.8 eV
- Frontier orbital gap (alpha / beta): 7.2 / 7.0 eV
- Largest force on an atom: 8.79 eV/Å
- Electronic energy: -2399.69994 Ha
- HOMO (alpha / beta): -0.44597 / -0.47309 Eh

ORCA input file:
```
! wB97M-V def2-TZVPD RIJCOSX def2/J DEFGRID3
* xyz 1 3
O -2.480 -0.265 -1.676
C -1.549 -0.223 -0.961
Ni 0.200 0.147 -0.043
C 1.222 -1.261 -0.552
O 2.042 -2.051 -0.484
C -0.707 2.165 0.271
O -0.392 2.961 1.097
C -1.878 -0.951 1.304
O -2.881 -1.412 1.635
C -0.021 0.196 -1.883
O 0.029 0.655 -2.977
H -1.538 2.302 -0.506
N 0.992 0.094 1.670
C 1.666 -0.034 2.621
C 2.625 -0.251 3.657
C 3.510 0.771 4.057
C 4.526 0.493 4.973
C 4.676 -0.804 5.478
C 3.751 -1.799 5.155
C 2.730 -1.528 4.245
H 3.375 1.779 3.659
H 5.234 1.278 5.233
H 5.488 -1.017 6.169
H 3.862 -2.811 5.552
H 2.000 -2.300 3.987
*
```

Mulliken population analysis, charges in e, atoms 1 to 6: -0.267, 0.147, 0.072, 0.380, -0.167, 0.005

***

No. 2
Density functional theory data (the ωB97M-V functional and the def2-TZVPD basis) for a 30-piece molecular cluster, C12H75NO32 overall at a distorted geometry.

Computed properties:
- LUMO energy: -0.5 eV
- Frontier orbital gap: 7.6 eV
- Largest force on an atom: 3.91 eV/Å
- Electronic energy: -2964.58085 Ha
- HOMO: -0.29800 Eh

ORCA input file:
```
! wB97M-V def2-TZVPD RIJCOSX def2/J DEFGRID3
* xyz 0 1
C 5.775 -2.122 0.035
C 4.758 -1.805 0.832
C 3.366 -1.404 0.381
C 3.245 -0.333 -0.684
C 2.474 0.747 -0.580
C 1.532 1.203 0.439
C 0.135 1.135 -0.260
C -0.785 0.038 0.273
C -1.614 -0.621 -0.818
C -1.177 -2.035 -1.132
N -1.079 -2.870 0.087
C 2.629 1.609 -1.766
O 2.126 2.622 -2.013
O 3.488 0.985 -2.599
C 3.881 -0.200 -2.029
O 4.572 -0.884 -2.666
H 6.093 -1.546 -0.813
H 6.354 -2.980 0.294
H 4.946 -1.855 1.884
H 2.768 -2.269 0.125
H 2.892 -0.985 1.255
H 1.527 0.580 1.319
H 1.700 2.231 0.753
H -0.385 2.073 -0.191
H 0.295 0.947 -1.320
H -1.459 0.493 0.976
H -0.231 -0.707 0.834
H -2.650 -0.679 -0.488
H -1.583 -0.069 -1.752
H -1.915 -2.500 -1.779
H -0.233 -2.065 -1.680
H -1.659 -2.438 0.795
H -1.490 -3.774 -0.107
O -2.030 -0.575 2.890
H -1.756 0.148 3.468
H -2.069 -1.340 3.472
O -4.617 0.152 -0.772
H -5.394 -0.409 -0.909
H -4.963 0.942 -0.336
O 7.990 -2.225 -2.441
H 8.833 -2.331 -2.890
H 7.466 -1.693 -3.042
O 3.800 -0.390 3.620
H 3.543 -0.627 4.520
H 4.198 0.482 3.704
O -2.441 -5.621 -0.204
H -2.373 -6.254 -0.925
H -3.184 -5.936 0.325
O 0.531 -5.476 -1.107
H 0.022 -4.683 -0.900
H 1.370 -5.138 -1.439
O 7.033 -0.739 -4.701
H 6.994 -0.524 -5.638
H 6.199 -0.411 -4.342
O 0.988 -1.600 4.403
H 0.867 -0.950 3.701
H 1.688 -2.179 4.077
O 5.212 3.091 -4.582
H 5.229 2.452 -5.301
H 4.526 2.762 -3.991
O -2.559 1.922 3.971
H -2.514 2.159 3.038
H -3.395 2.296 4.262
O -2.589 4.564 3.030
H -3.080 5.371 3.230
H -1.736 4.874 2.710
O 6.473 -3.529 2.617
H 6.845 -4.306 2.187
H 7.139 -3.284 3.268
O 0.959 2.392 -4.634
H 1.338 1.627 -5.088
H 1.639 2.658 -4.001
O 2.140 -2.901 -3.607
H 3.015 -3.019 -3.995
H 2.174 -2.009 -3.247
O 4.450 -2.896 4.816
H 4.607 -2.925 3.863
H 4.320 -3.818 5.063
O -2.274 0.707 -3.653
H -2.759 1.511 -3.438
H -1.408 1.024 -3.934
O 0.938 0.547 -7.067
H 0.905 0.771 -8.003
H 0.098 0.875 -6.728
O -2.313 -1.278 5.851
H -1.409 -1.429 5.533
H -2.280 -0.398 6.239
O -0.766 1.296 -9.210
H -0.837 0.414 -9.593
H -1.353 1.837 -9.747
O -5.331 2.263 1.116
H -5.635 2.016 1.996
H -4.912 3.123 1.241
O 1.434 4.198 2.056
H 2.320 4.043 1.710
H 1.475 5.094 2.407
O -3.417 6.144 5.434
H -3.135 6.853 6.019
H -3.442 5.347 5.975
O -6.211 3.077 -1.659
H -6.561 2.598 -0.899
H -5.268 2.882 -1.640
O -6.927 -1.661 -1.762
H -7.017 -2.528 -2.168
H -7.438 -1.065 -2.334
O -2.824 3.907 7.480
H -3.175 3.380 8.204
H -1.889 3.677 7.436
O -7.699 0.762 -2.923
H -8.184 1.568 -2.723
H -6.842 1.079 -3.230
O -0.370 2.351 6.478
H -1.044 2.130 5.820
H 0.360 1.754 6.287
O -1.422 3.638 -1.537
H -0.532 3.474 -1.872
H -1.379 4.531 -1.180
O -5.187 -6.920 0.695
H -5.476 -7.808 0.929
H -6.001 -6.409 0.640
*
```

Mulliken population analysis, charges in e, atoms 1 to 6: -1.022, -0.272, 0.415, 0.731, 0.871, 0.282

***

No. 3
Density functional theory data (the ωB97M-V functional and the def2-TZVPD basis) for C12H7Cl2O6S3Tc as an isolated structure.

Computed properties:
- LUMO energy (alpha / beta): -5.1 / -4.7 eV
- Frontier orbital gap (alpha / beta): 7.1 / 7.6 eV
- Largest force on an atom: 0.32 eV/Å
- Electronic energy: -3108.18849 Ha
- HOMO (alpha / beta): -0.44991 / -0.44973 Eh

ORCA input file:
```
! wB97M-V def2-TZVPD RIJCOSX def2/J DEFGRID3
* xyz 1 2
Tc 0.561 0.404 0.210
Cl -0.173 -0.273 2.494
C 0.957 0.600 3.515
C 0.838 0.436 4.877
C 1.716 1.132 5.695
C 2.676 1.969 5.150
C 2.771 2.112 3.774
Cl 3.972 3.162 3.126
C 1.907 1.419 2.919
S 2.117 1.564 1.169
H 0.081 -0.216 5.288
H 1.648 1.022 6.769
H 3.359 2.517 5.783
O -1.237 1.142 -0.505
S -1.320 1.214 -2.018
O 0.254 1.083 -2.472
O 1.091 1.425 -1.360
C -1.751 -0.325 -2.834
C -2.606 -0.056 -3.887
C -2.925 -1.045 -4.822
C -2.387 -2.305 -4.700
C -1.542 -2.597 -3.626
C -1.210 -1.624 -2.708
S -0.324 -2.223 -1.286
O 1.147 -1.456 -1.564
O -0.853 -1.397 -0.167
O 1.629 -1.136 -0.260
H -3.019 0.939 -4.001
H -3.593 -0.808 -5.639
H -2.627 -3.078 -5.417
H -1.156 -3.602 -3.502
*
```

Mulliken population analysis, charges in e, atoms 1 to 6: 0.715, -0.019, 0.912, -0.878, -0.353, -0.689

***

No. 4
Density functional theory data (the ωB97M-V functional and the def2-TZVPD basis) for a 2-piece molecular cluster, C12H7N6O3 overall at a distorted geometry.

Computed properties:
- LUMO energy: 2.0 eV
- Frontier orbital gap: 6.8 eV
- Largest force on an atom: 2.17 eV/Å
- Electronic energy: -1015.67019 Ha
- HOMO: -0.17436 Eh

ORCA input file:
```
! wB97M-V def2-TZVPD RIJCOSX def2/J DEFGRID3
* xyz -1 1
O 2.711 0.156 2.192
C 1.453 -0.069 2.187
C 0.958 -1.423 2.147
C -0.385 -1.701 2.190
C -1.333 -0.664 2.234
C -2.738 -0.963 2.251
N -3.882 -1.225 2.261
C -0.893 0.672 2.257
C 0.452 0.969 2.245
H 1.703 -2.213 2.102
H -0.737 -2.734 2.192
H -1.622 1.487 2.293
H 0.797 2.000 2.291
O 4.991 0.943 4.484
N 4.256 1.956 4.552
C 3.772 2.488 3.317
C 4.005 1.712 2.164
N 3.776 2.363 0.971
N 3.786 1.750 -0.266
N 3.221 2.578 -1.095
N 2.803 3.728 -0.470
C 3.121 3.572 0.835
C 2.816 4.307 2.012
C 3.121 3.749 3.233
O 3.964 2.512 5.636
H 4.784 0.958 2.150
H 2.327 5.263 1.856
H 2.878 4.241 4.173
*
```

Mulliken population analysis, charges in e, atoms 1 to 6: -0.593, 0.403, -0.635, -0.594, 0.419, 0.109

***

No. 5
Density functional theory data (the ωB97M-V functional and the def2-TZVPD basis) for C12H8AuBrClNO3S as an isolated structure at a distorted geometry.

Computed properties:
- LUMO energy (alpha / beta): 2.3 / 2.3 eV
- Frontier orbital gap (alpha / beta): 6.6 / 6.8 eV
- Largest force on an atom: 2.97 eV/Å
- Electronic energy: -4310.69388 Ha
- HOMO (alpha / beta): -0.15770 / -0.16374 Eh

ORCA input file:
```
! wB97M-V def2-TZVPD RIJCOSX def2/J DEFGRID3
* xyz -1 2
Au 0.114 0.620 -0.290
O -0.148 -0.062 1.945
N -0.084 -1.356 2.035
C 0.493 -1.906 3.147
C 0.522 -3.246 3.354
C -0.021 -4.126 2.388
C -0.560 -3.568 1.238
C -0.592 -2.201 1.040
S -1.219 -1.531 -0.405
H 0.887 -1.179 3.839
H 0.964 -3.631 4.260
H -0.004 -5.193 2.535
H -0.961 -4.192 0.456
Br 8.255 -0.872 -3.031
C 6.535 -0.518 -2.285
C 5.718 -1.585 -1.919
C 4.461 -1.329 -1.433
C 3.991 -0.009 -1.318
C 4.850 1.052 -1.662
C 6.114 0.800 -2.135
C 2.631 0.251 -0.894
O 2.146 1.425 -0.900
O 1.872 -0.707 -0.523
H 6.072 -2.602 -2.015
H 3.812 -2.140 -1.139
H 4.496 2.064 -1.542
H 6.779 1.614 -2.385
Cl -1.501 2.249 -0.545
*
```

Mulliken population analysis, charges in e, atoms 1 to 6: 0.640, -0.774, 0.557, -0.311, -0.618, -0.178

***

No. 6
Density functional theory data (the ωB97M-V functional and the def2-TZVPD basis) for C12H8Br2F5I2O5PtSeTe as an isolated structure at a distorted geometry.

Computed properties:
- LUMO energy: 1.9 eV
- Frontier orbital gap: 8.2 eV
- Largest force on an atom: 1.01 eV/Å
- Electronic energy: -9869.76289 Ha
- HOMO: -0.23083 Eh

ORCA input file:
```
! wB97M-V def2-TZVPD RIJCOSX def2/J DEFGRID3
* xyz -1 1
Pt 0.405 1.707 0.593
F 4.740 3.197 -2.501
Te 3.474 1.924 -1.978
F 3.909 1.011 -3.572
F 4.928 0.886 -1.347
F 3.671 2.745 -0.301
F 2.344 2.944 -3.069
O 2.160 0.833 -1.436
Br -3.113 2.745 -1.978
C -3.648 1.166 -1.103
C -4.989 1.028 -0.763
C -5.433 -0.125 -0.138
C -4.545 -1.153 0.142
C -3.209 -1.015 -0.192
C -2.750 0.147 -0.801
I -0.710 0.279 -1.276
H -5.675 1.830 -0.993
H -6.479 -0.218 0.125
H -4.888 -2.060 0.623
H -2.509 -1.811 0.025
Br -0.910 -1.465 2.586
C 0.568 -2.443 1.934
C 0.409 -3.813 1.762
C 1.449 -4.573 1.255
C 2.647 -3.968 0.905
C 2.802 -2.602 1.066
C 1.765 -1.835 1.587
I 2.128 0.205 1.800
H -0.533 -4.273 2.027
H 1.315 -5.639 1.125
H 3.459 -4.553 0.494
H 3.723 -2.117 0.769
O 0.453 5.733 1.209
Se 0.772 4.348 0.480
O -0.663 3.397 0.219
O 1.599 4.360 -0.889
O 1.334 3.176 1.614
*
```

Mulliken population analysis, charges in e, atoms 1 to 6: 1.030, -0.419, 2.135, -0.449, -0.450, -0.433

***

No. 7
Density functional theory data (the ωB97M-V functional and the def2-TZVPD basis) for C12H8Cl5N3O7P2S2V as an isolated structure at a distorted geometry.

Computed properties:
- LUMO energy (alpha / beta): 3.4 / 3.4 eV
- Frontier orbital gap (alpha / beta): 4.9 / 4.3 eV
- Largest force on an atom: 2.39 eV/Å
- Electronic energy: -5877.46411 Ha
- HOMO (alpha / beta): -0.05400 / -0.03113 Eh

ORCA input file:
```
! wB97M-V def2-TZVPD RIJCOSX def2/J DEFGRID3
* xyz -2 2
V -0.870 -0.390 0.758
S -2.648 -0.965 -0.683
C -2.068 -2.257 -1.695
C -3.001 -2.875 -2.640
N -3.753 -3.357 -3.368
C -0.804 -2.679 -1.606
S 0.327 -1.964 -0.464
C -0.319 -3.749 -2.478
N 0.071 -4.599 -3.153
N -0.619 2.434 3.804
C -1.568 1.366 3.313
C -2.870 1.296 4.171
P -0.700 -0.310 3.595
O 0.882 0.013 3.440
O -0.911 -0.693 5.013
O -1.070 -1.303 2.479
P -2.092 2.027 1.627
O -3.521 1.315 1.465
O -2.255 3.501 1.782
O -1.199 1.539 0.471
H 0.683 2.652 2.125
H -0.309 2.201 4.740
H -1.133 3.307 3.826
H -2.586 1.223 5.221
H -3.466 0.421 3.918
H -3.481 2.187 4.003
H 1.177 0.197 2.537
H -3.660 0.988 0.560
Cl 7.091 3.105 1.815
C 5.370 2.861 1.752
C 4.838 1.717 1.133
Cl 5.892 0.534 0.448
C 3.491 1.525 1.088
Cl 2.774 0.138 0.405
C 2.614 2.463 1.652
O 1.325 2.184 1.533
C 3.148 3.587 2.289
Cl 2.044 4.695 3.012
C 4.503 3.790 2.326
Cl 5.133 5.215 3.067
*
```

Mulliken population analysis, charges in e, atoms 1 to 6: 0.933, -0.536, 0.451, -0.050, -0.580, 0.417

***

No. 8
Density functional theory data (the ωB97M-V functional and the def2-TZVPD basis) for C12H8F6N3NiO6S4 as an isolated structure at a distorted geometry.

Computed properties:
- LUMO energy (alpha / beta): 2.6 / 2.6 eV
- Frontier orbital gap (alpha / beta): 6.9 / 6.9 eV
- Largest force on an atom: 1.21 eV/Å
- Electronic energy: -4778.05567 Ha
- HOMO (alpha / beta): -0.15583 / -0.15732 Eh

ORCA input file:
```
! wB97M-V def2-TZVPD RIJCOSX def2/J DEFGRID3
* xyz -1 3
Ni 0.190 0.479 0.270
O 0.669 0.478 2.127
N 1.473 -0.514 2.520
C 0.868 -1.529 3.179
C 1.572 -2.581 3.680
C 2.967 -2.588 3.471
C 3.554 -1.571 2.783
C 2.818 -0.466 2.253
S 3.497 0.774 1.362
H -0.202 -1.405 3.241
H 1.058 -3.374 4.201
H 3.576 -3.401 3.846
H 4.618 -1.554 2.596
F 1.000 5.749 -1.430
C 1.452 4.558 -1.819
F 1.140 4.378 -3.100
F 2.782 4.540 -1.695
S 0.763 3.225 -0.746
O 1.059 3.598 0.597
O 1.297 1.973 -1.236
N -0.768 3.370 -1.125
S -1.711 2.183 -0.791
O -1.881 1.931 0.620
O -1.444 0.981 -1.546
C -3.300 2.849 -1.443
F -4.234 1.903 -1.299
F -3.684 3.931 -0.770
F -3.201 3.156 -2.733
O -1.161 -0.968 0.609
N -1.252 -1.779 -0.432
C -2.470 -2.249 -0.759
C -2.635 -3.141 -1.784
C -1.502 -3.540 -2.500
C -0.275 -3.024 -2.173
C -0.118 -2.101 -1.123
S 1.349 -1.374 -0.654
H -3.258 -1.855 -0.135
H -3.624 -3.501 -2.023
H -1.593 -4.242 -3.318
H 0.615 -3.298 -2.721
*
```

Mulliken population analysis, charges in e, atoms 1 to 6: 1.161, -0.950, 0.628, -0.066, -0.885, -0.014